Molecular formula: C27H43ClFN5O7P
Method: DFT, ωB97M-V with the def2-TZVPD basis set

Last column: Mulliken charge in e.
Atoms and positions in Å:
C -3.007 -4.997 -0.452  -1.253
C -3.219 -3.684 0.310  -0.392
O -3.026 -2.603 -0.620  0.231
P -4.290 -1.622 -0.786  0.757
O -4.037 -0.484 -1.675  -0.729
C -4.726 -1.010 0.861  -0.856
C -3.458 -0.437 1.560  -0.906
C -3.075 1.004 1.097  -0.562
C -1.640 1.097 0.594  0.037
N -1.293 0.237 -0.331  -0.226
C -0.004 0.386 -0.758  0.246
C 0.462 -0.468 -1.803  0.750
C -0.534 -1.447 -2.390  -1.158
C 1.757 -0.369 -2.272  0.391
C 2.268 -1.256 -3.361  0.053
O 2.120 -2.440 -3.387  -0.507
N 3.019 -0.638 -4.469  -0.305
C 4.309 -1.094 -4.591  0.515
O 4.928 -1.771 -3.857  -0.428
F 4.888 -0.623 -5.719  -0.284
C 2.680 0.591 -1.698  0.001
N 4.003 0.658 -2.222  -0.485
C 2.222 1.409 -0.694  0.858
C 3.143 2.429 -0.049  -1.681
C 4.207 1.741 0.859  -0.727
C 3.684 0.558 1.662  0.055
C 4.812 -0.047 2.553  -0.857
C 4.276 -0.560 3.895  -0.456
O 4.817 -1.847 4.189  -0.359
C 3.896 -2.684 4.858  -0.686
C 0.877 1.329 -0.227  0.174
N 0.489 2.201 0.742  0.115
C -0.757 2.101 1.125  -0.024
C -1.213 3.114 2.174  -0.763
C -0.504 4.489 2.022  -0.532
O 0.828 4.484 2.522  -0.482
C -0.613 5.070 0.607  -0.626
N 0.285 6.205 0.448  -0.665
O -5.489 -2.531 -1.385  -0.400
C -5.280 -2.730 -2.809  -0.023
C -5.883 -4.038 -3.276  -1.200
H -2.614 -5.793 0.179  0.407
H -3.932 -5.294 -0.948  0.205
H -2.269 -4.795 -1.232  0.254
H -4.211 -3.668 0.766  0.313
H -2.482 -3.643 1.115  0.418
H -5.077 -1.824 1.507  0.408
H -5.527 -0.273 0.827  0.443
H -3.746 -0.368 2.613  0.424
H -2.610 -1.120 1.513  0.313
H -3.240 1.645 1.955  0.207
H -3.745 1.286 0.282  0.490
H -0.074 -2.109 -3.117  0.538
H -0.912 -2.061 -1.576  -0.255
H -1.339 -0.918 -2.904  0.348
H 2.511 -0.698 -5.344  0.349
H 3.914 1.144 -3.113  0.284
H 4.573 1.260 -1.644  0.218
H 2.604 3.176 0.526  0.207
H 3.691 2.936 -0.850  0.454
H 5.114 1.468 0.309  0.269
H 4.526 2.499 1.584  0.520
H 3.340 -0.267 1.035  0.164
H 2.889 0.854 2.352  0.144
H 5.202 -0.933 2.042  0.366
H 5.658 0.634 2.670  0.407
H 3.186 -0.657 3.845  0.431
H 4.521 0.165 4.683  0.193
H 3.165 -2.133 5.457  0.330
H 4.445 -3.337 5.541  0.239
H 3.391 -3.328 4.127  0.264
H -0.979 2.687 3.155  0.172
H -2.274 3.333 2.065  0.455
H -1.079 5.169 2.674  0.459
H 0.785 4.272 3.458  0.325
H -0.389 4.344 -0.176  0.244
H -1.635 5.411 0.424  0.329
H 1.107 5.898 -0.040  0.235
H -0.164 6.941 -0.064  0.296
H -5.618 -1.863 -3.375  0.390
H -4.202 -2.789 -2.997  0.089
H -6.973 -4.040 -3.305  0.306
H -5.468 -4.868 -2.704  0.187
H -5.546 -4.184 -4.308  0.399
Cl -0.440 6.121 -2.252  -0.851

Electronic energy ... -2756.6509 a.u.
Kohn-Sham gap ... 5.513 eV
Net charge ... -1
Molecular weight ... 635.094 g/mol
HOMO level ... -0.1319 hartree
E_LUMO ... 0.0707 hartree

---

Molecular formula: C3H6N4
Method: DFT, ωB97M-V with the def2-TZVPD basis set

Last column: Mulliken charge in e.
Atoms and positions in Å:
C 1.527 -0.857 0.158  -1.153
C 0.199 -0.145 -0.216  1.297
C 0.148 1.273 -0.002  -0.654
N -0.606 0.318 0.875  -0.516
N -2.109 0.128 0.141  -0.102
N -1.816 -0.481 -1.021  -0.341
N -0.637 -0.635 -1.262  -0.260
H 1.873 -1.562 -0.677  0.309
H 1.430 -1.398 1.131  0.298
H 2.277 -0.057 0.300  0.299
H 1.099 1.634 0.576  0.221
H -0.460 1.814 -0.693  0.346
H -2.925 -0.031 0.691  0.255

Electronic energy ... -336.7794 a.u.
Kohn-Sham gap ... 10.415 eV
Molecular weight ... 98.109 g/mol
HOMO level ... -0.3390 hartree
Energy above the lowest of the compared OMol25 structures with the same formula, charge and spin ... 4.622 eV
SMILES string ... C[C@]12CN1NN=N2
E_LUMO ... 0.0437 hartree

---

Molecular formula: C4H9NO
Method: DFT, ωB97M-V with the def2-TZVPD basis set

Last column: Mulliken charge in e.
Atoms and positions in Å:
C 0.211 -0.705 1.929  -0.490
C 0.264 -0.879 0.534  0.178
N -0.631 -0.048 -0.296  -0.128
C -0.229 -0.304 -1.683  -0.888
C -0.525 1.378 0.063  -0.869
O 0.791 -1.884 -0.012  -0.624
H 1.759 -0.063 0.271  0.263
H -0.667 -0.351 2.480  0.302
H 1.015 -1.184 2.453  0.322
H 0.754 0.068 -1.986  0.346
H -0.992 0.204 -2.267  0.357
H -0.317 -1.382 -1.920  0.291
H 0.512 1.764 -0.148  0.312
H -1.288 1.877 -0.557  0.307
H -0.656 1.509 1.138  0.319

Electronic energy ... -287.5792 a.u.
Kohn-Sham gap ... 6.157 eV
Molecular weight ... 87.122 g/mol
HOMO level ... -0.3144 hartree
Energy above the lowest of the compared OMol25 structures with the same formula, charge and spin ... 6.892 eV
E_LUMO ... -0.0882 hartree

---

Molecular formula: C44H47As2BiClIN3O8S2Te
Method: DFT, ωB97M-V with the def2-TZVPD basis set

Last column: Mulliken charge in e.
Atoms and positions in Å:
Bi -1.513 1.328 -2.645  0.565
S -0.038 2.625 -1.089  -0.254
C -1.020 2.927 0.345  -0.242
N -0.600 3.959 1.094  0.183
C -1.543 4.637 1.952  -1.084
C -2.500 3.609 2.533  -0.142
N -3.172 2.956 1.440  0.241
C -4.534 2.495 1.681  -2.290
C -4.621 1.248 2.525  1.100
C -4.735 0.003 1.916  -0.346
C -4.798 -1.148 2.681  -0.536
C -4.751 -1.069 4.063  -0.672
C -4.671 0.168 4.677  -0.497
C -4.614 1.322 3.913  -0.458
C -2.337 2.360 0.536  0.282
S -3.192 1.529 -0.787  -0.213
C 0.806 4.319 1.225  -2.318
C 1.488 3.479 2.278  1.016
C 1.451 3.865 3.613  -0.395
C 2.054 3.088 4.586  -0.853
C 2.713 1.924 4.233  -0.533
C 2.757 1.536 2.906  -0.332
C 2.140 2.301 1.930  0.239
H -2.097 5.379 1.363  0.353
H -1.005 5.147 2.751  0.426
H -3.240 4.081 3.176  0.667
H -1.911 2.888 3.117  -0.459
H -5.002 2.318 0.712  0.832
H -5.049 3.324 2.172  0.566
H -4.801 -0.051 0.840  0.623
H -4.900 -2.109 2.196  0.388
H -4.796 -1.966 4.662  0.437
H -4.647 0.238 5.753  0.438
H -4.575 2.289 4.399  0.415
H 0.837 5.374 1.503  0.635
H 1.297 4.184 0.260  0.750
H 0.976 4.796 3.892  0.415
H 2.026 3.403 5.617  0.429
H 3.187 1.321 4.993  0.480
H 3.278 0.639 2.612  0.475
H 2.200 2.000 0.887  -0.063
Cl -0.777 -1.927 -3.131  -0.218
C -0.698 -0.671 -1.883  1.777
H 0.347 -0.531 -1.622  -1.472
H -1.262 -1.026 -1.026  -0.438
Te -0.892 0.527 1.451  0.836
C -0.589 0.374 3.587  0.502
C -1.397 0.878 4.592  0.336
C -1.096 0.640 5.923  -0.917
C -0.002 -0.133 6.266  -0.827
C 0.782 -0.675 5.261  -1.012
C 0.501 -0.412 3.934  -0.486
H -2.286 1.440 4.358  0.205
H -1.736 1.055 6.689  0.509
H 0.223 -0.328 7.303  0.388
H 1.626 -1.300 5.505  0.537
H 1.125 -0.813 3.154  0.561
I -4.342 -0.124 -4.432  0.059
C -4.443 -1.555 -2.868  -0.143
C -5.184 -2.711 -3.032  -0.453
C -5.203 -3.594 -1.964  -0.415
C -4.502 -3.283 -0.808  -1.184
C -3.793 -2.095 -0.772  -0.075
N -3.764 -1.252 -1.793  0.271
H -5.715 -2.918 -3.947  0.423
H -5.762 -4.515 -2.040  0.415
H -4.502 -3.948 0.042  0.453
H -3.228 -1.792 0.104  0.714
C 2.415 3.214 -5.533  -0.784
O 2.902 2.047 -4.880  -0.210
C 2.133 1.442 -3.996  -0.892
O 1.032 1.853 -3.652  -0.282
C 2.757 0.253 -3.404  0.465
C 3.213 -0.758 -4.141  1.231
As 4.107 -2.410 -3.602  -0.249
C 2.726 -3.548 -4.449  -0.919
C 3.371 -2.558 -1.788  1.359
C 2.698 -1.612 -1.122  -0.287
As 2.780 0.326 -1.456  1.319
C 4.749 0.401 -1.287  -1.335
C 1.927 -1.861 0.106  -0.260
O 1.694 -0.964 0.902  -0.004
O 1.427 -3.083 0.195  -0.186
C 0.822 -3.449 1.425  -0.665
C 3.741 -3.857 -1.169  0.015
O 3.878 -4.050 0.010  -0.580
O 4.061 -4.751 -2.114  -0.228
C 4.511 -6.029 -1.684  -0.805
C 3.193 -0.762 -5.615  -0.502
O 4.104 -1.250 -6.243  -0.559
O 2.093 -0.251 -6.162  -0.078
C 2.036 -0.283 -7.585  -0.861
H 3.053 3.351 -6.403  0.274
H 2.491 4.074 -4.866  0.324
H 1.375 3.081 -5.831  0.331
H 2.776 -3.390 -5.526  0.330
H 1.732 -3.287 -4.084  0.226
H 2.921 -4.598 -4.252  0.392
H 5.211 -0.340 -1.946  0.374
H 5.035 0.196 -0.254  0.380
H 5.112 1.394 -1.553  0.452
H 0.385 -4.431 1.261  0.323
H 0.060 -2.720 1.711  0.159
H 1.582 -3.502 2.208  0.305
H 4.959 -6.499 -2.555  0.257
H 3.670 -6.625 -1.327  0.312
H 5.243 -5.928 -0.884  0.348
H 1.143 0.270 -7.861  0.259
H 1.968 -1.313 -7.937  0.303
H 2.929 0.176 -8.013  0.337

Electronic energy ... -8979.2353 a.u.
Kohn-Sham gap ... 6.673 eV
Net charge ... +1
Molecular weight ... 1458.788 g/mol
HOMO level ... -0.3492 hartree
Energy above the lowest of the compared OMol25 structures with the same formula, charge and spin ... 2.119 eV
E_LUMO ... -0.1040 hartree

---

Molecular formula: C2H4BrP
Method: DFT, ωB97M-V with the def2-TZVPD basis set

Last column: Mulliken charge in e.
Atoms and positions in Å:
Br -1.324 1.899 0.330  -0.152
C 0.065 0.654 0.246  -0.243
C -0.416 -0.776 0.106  -0.605
P 0.597 -0.162 -1.334  -0.015
H 0.867 1.015 0.788  0.439
H -0.149 -1.593 0.834  0.279
H -1.543 -0.616 -0.222  0.269
H 1.903 -0.420 -0.748  0.028

Electronic energy ... -2993.9095 a.u.
Kohn-Sham gap ... 10.363 eV
Molecular weight ... 138.932 g/mol
HOMO level ... -0.3470 hartree
Energy above the lowest of the compared OMol25 structures with the same formula, charge and spin ... 1.224 eV
SMILES string ... Br[C@H]1CP1
E_LUMO ... 0.0339 hartree

---

Question: Which of these has the highest molecular weight?
Answer: C44H47As2BiClIN3O8S2Te

---

Question: Which of these has the lowest electronic energy?
Answer: C44H47As2BiClIN3O8S2Te

---

Question: electronic energy of number 2 (C3H6N4)?
Answer: -336.7794 a.u.